[1]
19
Properties=species:S:1:pos:R:3:lowdin_charge:R:1 method="wB97M-V/def2-TZVPD" total_energy_ha=-344.36337 orbital_gap_ev="8.40 / 6.88" e_above_lowest_kcal_mol=95.2 multiplicity=1 charge=+1 lumo_energy_ev="-4.20 / -5.73"
C -1.79383 -0.00118 -1.21170 -0.15
C -0.71023 -0.90351 -0.57150 -0.27
C -1.22918 -1.93263 0.29188 0.10
C -0.08323 1.41045 -0.59480 0.02
C 0.20045 0.25502 0.07948 -0.14
C 2.44608 0.62691 1.02045 -0.05
N -1.24579 1.29524 -1.32959 0.07
N 1.26340 -0.11678 0.80791 0.04
H -2.06687 -0.30944 -2.25664 0.16
H -2.71454 -0.17965 -0.57964 0.15
H -0.10717 -1.49452 -1.29376 0.16
H -1.97066 -1.68024 0.94100 0.04
H 0.22177 2.43772 -0.24019 0.17
H 2.61660 1.38227 0.21558 0.11
H 2.63911 1.04141 2.00533 0.10
H 3.29610 -0.12655 0.90542 0.13
H -1.77555 1.94422 -1.85852 0.16
H 1.09635 -0.89256 1.33272 0.12
H -0.61701 -2.81707 0.32730 0.08

[2]
14
Properties=species:S:1:pos:R:3:lowdin_charge:R:1 method="wB97M-V/def2-TZVPD" total_energy_ha=-378.74927 orbital_gap_ev=9.10 e_above_lowest_kcal_mol=76.4 multiplicity=1 smiles=c1nc2c(o1)CNC2 charge=0 lumo_energy_ev=0.84
C -0.89846 -1.19050 0.16370 -0.17
C -1.07852 1.17183 -0.03152 -0.20
C 0.42310 0.71216 -0.18293 -0.21
C 2.39871 -0.01247 0.05160 -0.15
C 0.42148 -0.68011 -0.18551 -0.24
H -1.12381 -2.12298 -0.36348 0.13
H -0.81871 -1.22304 1.30550 0.15
H -2.24182 -0.42557 -0.78291 0.16
H -0.99893 1.90903 0.84532 0.13
H -1.20520 1.84141 -1.06109 0.17
H 3.40554 0.00772 0.39215 0.12
N -1.70633 -0.00964 0.03006 -0.09
N 1.76722 -1.14206 -0.22515 0.15
O 1.65572 1.16421 0.04427 0.08

[3]
60
Properties=species:S:1:pos:R:3:lowdin_charge:R:1 method="wB97M-V/def2-TZVPD" total_energy_ha=-1472.25046 orbital_gap_ev=8.86 e_above_lowest_kcal_mol=0.1 multiplicity=1 smiles="CCOc1ccc(CNC(=O)CCCN2C(=O)[C@@H](c3ccccc3)Oc3cccnc32)cc1" charge=0 lumo_energy_ev=0.52
C -1.22246 7.37878 0.33951 -0.07
C -0.90653 6.05312 1.01414 -0.27
O 0.35877 5.62730 0.55135 -0.05
C 0.87484 4.45889 1.02049 -0.28
C 0.25001 3.61602 1.93333 -0.02
C 0.87407 2.44436 2.32896 -0.04
C 2.12004 2.09027 1.83455 -0.21
C 2.73785 2.93397 0.91830 -0.02
C 2.12910 4.10421 0.51856 -0.01
H 2.60200 4.76696 -0.18932 0.12
H 3.70188 2.66416 0.51388 0.12
C 2.73819 0.76892 2.20723 -0.12
N 2.16603 -0.27306 1.37506 0.09
C 2.85284 -0.86633 0.38208 -0.50
O 4.04759 -0.71598 0.21575 0.05
C 2.01840 -1.76689 -0.52392 -0.08
H 1.07792 -1.26948 -0.77003 0.10
H 2.59010 -1.88681 -1.44536 0.12
C 1.75680 -3.15658 0.06863 -0.15
C 0.62059 -3.20589 1.09234 -0.12
N -0.62931 -2.72282 0.52357 0.06
C -1.12100 -1.51531 0.88365 -0.36
O -0.64398 -0.84078 1.77855 0.06
C -2.23756 -0.95808 0.00333 -0.15
C -1.47645 -0.14890 -1.03772 -0.16
C -0.83245 1.01471 -0.62841 -0.03
C -0.05502 1.73156 -1.51810 -0.05
C 0.07859 1.29678 -2.82695 -0.07
C -0.57088 0.14738 -3.24072 -0.07
C -1.34205 -0.58030 -2.34932 -0.02
H -1.84266 -1.47635 -2.68507 0.11
H -0.47432 -0.19447 -4.26030 0.10
H 0.68858 1.85338 -3.52182 0.10
H 0.45024 2.62460 -1.18387 0.10
H -0.92445 1.34459 0.39539 0.11
O -3.11771 -1.91876 -0.53696 0.04
C -2.56521 -3.11383 -0.87236 -0.20
C -3.26215 -3.98603 -1.69508 0.02
C -2.68787 -5.20762 -2.01707 -0.06
C -1.44002 -5.50742 -1.50146 -0.13
N -0.77558 -4.69047 -0.69875 0.14
C -1.31616 -3.52858 -0.38299 -0.19
H -0.94071 -6.43966 -1.72244 0.11
H -3.20434 -5.90451 -2.65668 0.10
H -4.23309 -3.69560 -2.06436 0.13
H -2.85843 -0.28872 0.60892 0.17
H 0.84043 -2.58498 1.96158 0.12
H 0.46896 -4.24076 1.40599 0.13
H 2.66599 -3.52009 0.54933 0.12
H 1.50328 -3.84369 -0.74006 0.10
H 1.16363 -0.38478 1.45545 0.09
H 2.54307 0.53245 3.25796 0.13
H 3.81441 0.77047 2.02340 0.12
H 0.37414 1.79174 3.03028 0.12
H -0.71929 3.85831 2.34071 0.10
H -0.88705 6.17888 2.10586 0.13
H -1.67241 5.30639 0.75979 0.12
H -1.23812 7.25102 -0.73937 0.08
H -2.19118 7.74160 0.67106 0.08
H -0.46080 8.11204 0.58979 0.08

[4]
16
Properties=species:S:1:pos:R:3:lowdin_charge:R:1 method="wB97M-V/def2-TZVPD" total_energy_ha=-250.83242 orbital_gap_ev=10.66 e_above_lowest_kcal_mol=108.5 multiplicity=1 charge=+1 lumo_energy_ev=-3.66
C 0.12608 0.42380 0.70003 0.09
C 0.10473 -0.58302 1.51087 -0.17
C 0.31288 1.11033 -2.41907 -0.10
C 0.64895 0.04009 -1.45867 -0.03
C -0.54798 -0.30866 2.89923 -0.06
N -0.65810 0.09455 -2.16560 0.06
H -0.12808 1.53117 0.64069 0.11
H 0.31176 -1.62624 1.10687 0.14
H -0.09171 2.06871 -1.95669 0.15
H 0.69928 1.37458 -3.39598 0.13
H 1.20861 -0.82620 -1.69177 0.10
H -0.57282 0.72667 3.16185 0.07
H -1.58159 -0.75068 2.92017 0.11
H -0.07224 -0.77178 3.70277 0.05
H -1.47089 0.18170 -1.59909 0.16
H -0.62833 -0.63895 -2.92048 0.20

[5]
12
Properties=species:S:1:pos:R:3:lowdin_charge:R:1 method="wB97M-V/def2-TZVPD" total_energy_ha=-679.62292 orbital_gap_ev=9.73 e_above_lowest_kcal_mol=101.8 multiplicity=1 charge=0 lumo_energy_ev=0.53
C -2.78167 -0.43621 0.13558 -0.39
C -0.60059 0.73888 -0.44073 -0.50
C 2.35401 0.69882 0.20191 -0.34
N -1.78022 -1.26773 -0.04602 0.04
N -3.51550 0.41101 0.29596 0.17
N -0.53662 -0.52479 -0.19389 -0.08
S 0.79428 1.63856 -0.29157 0.85
H 2.05349 -0.14200 0.72690 -0.02
H 3.00040 1.35571 0.82671 0.05
H 2.88812 0.38982 -0.68783 0.03
H -2.07345 -1.91932 -0.72230 0.12
H 0.19775 -0.94274 0.19528 0.06

[6]
11
Properties=species:S:1:pos:R:3:lowdin_charge:R:1 method="wB97M-V/def2-TZVPD" total_energy_ha=-587.45205 orbital_gap_ev=9.96 e_above_lowest_kcal_mol=32.6 multiplicity=1 smiles="C/N=C/NS" charge=0 lumo_energy_ev=0.85
C -0.35404 1.40870 -1.08769 -0.23
C -0.32098 -0.49797 0.06930 -0.31
H -1.41470 1.16920 -1.22644 0.06
H -0.00739 1.50770 -2.18392 0.10
H -0.32519 2.46666 -0.70005 0.09
H -1.36390 -0.74162 -0.19005 0.13
H -0.52280 -1.93544 1.53164 0.07
H 1.95126 -0.64337 2.02310 -0.20
N 0.37375 0.46955 -0.40441 -0.04
N 0.14919 -1.53357 0.90166 -0.41
S 1.83481 -1.66983 1.26685 0.75

> Look up the charge of the third one.

0

> Which value of charge does entry 2 give?

0